Molecular formula: H21O11
Method: DFT, ωB97M-V/def2-TZVPD

Each line ends with the natural charge from an NBO analysis.
Element x y z (Å)
O 1.171956 1.368750 3.860556  -0.953
H 0.827729 2.062576 3.248042  0.469
H 0.155754 0.961824 3.835780  0.481
O -2.998271 1.994628 -0.861697  -1.026
H -1.962522 2.061685 -0.660811  0.482
H -2.993384 1.884026 -1.819239  0.460
O 1.904296 2.853748 -0.292005  -0.983
H -0.489208 -2.649603 -2.143700  0.503
H -2.015446 -2.922853 -0.087449  0.440
O 1.167707 -0.335748 -3.130703  -0.970
H 1.346878 0.594806 -3.116371  0.463
H 0.930351 -0.684871 -2.174665  0.504
O -0.911553 0.343542 1.737845  -1.003
H -1.638157 0.659472 1.131182  0.501
H 3.270608 0.367208 1.333683  0.471
O -1.185114 -2.599597 -0.402159  -1.116
H -1.511100 -1.478853 -0.574075  0.501
H 2.007443 0.087975 0.893157  0.499
O 2.853553 0.474299 0.447161  -0.943
H 2.340178 3.064717 -1.135678  0.467
O 0.403606 -3.021965 -2.360983  -0.978
H 2.319912 2.090789 0.075073  0.493
H 0.626813 -3.586467 -1.660911  0.464
O 0.258668 -2.522649 2.131159  -0.964
H -0.003021 -1.657950 2.616334  0.455
H -0.383544 -2.596741 1.445753  0.495
O -1.882472 -0.278205 -0.376619  -1.109
H -1.236627 -0.591374 1.751660  0.470
H -2.743234 -0.127808 -0.259914  0.459
O -0.488566 1.685104 -0.993530  -1.004
H -0.045967 2.096698 -0.275185  0.479
H -1.062276 0.880601 -0.656987  0.492

Force components x, y, z for each atom (eV/Å):
-5.123 -0.601 -0.951
1.293 -0.071 0.279
3.861 0.600 0.438
0.958 0.972 0.593
-2.447 0.292 -1.154
0.054 -0.036 0.165
-0.390 2.154 -0.783
1.198 -0.847 0.288
-0.882 -0.609 0.217
-0.620 -2.012 2.120
-0.160 0.671 0.714
0.787 1.389 -2.972
-1.147 -0.364 1.126
1.242 -0.294 0.496
0.977 0.561 -0.929
0.049 0.969 -0.045
0.155 -0.474 0.918
0.884 0.789 -2.170
-1.929 -1.708 3.349
-0.319 -0.380 0.631
-0.811 1.574 -2.293
0.813 -1.295 0.210
0.044 -0.960 1.691
0.330 2.349 2.860
0.921 -2.294 -1.208
-0.894 -0.146 -1.782
4.716 -1.684 -1.303
0.680 1.067 -0.227
-5.358 0.915 0.064
-0.972 -0.649 -0.636
1.072 0.430 0.843
1.018 -0.309 -0.547

- ΔE to the lowest compared entry with this formula, charge and spin (kJ/mol) = 342.4
- 2S+1 = 1
- total charge = -1
- total energy (eV) = -22863.3856
- maximum force (eV/A) = 5.44

Molecular formula: H21O11
Method: DFT, ωB97M-V/def2-TZVPD

Each line ends with the natural charge from an NBO analysis.
Element x y z (Å)
O 0.041852 0.248891 -0.040845  -1.252
H 0.628679 -0.474287 -0.225035  0.446
O -1.586526 -1.823496 0.703989  -1.007
H -0.915665 -1.065354 0.783168  0.516
H -1.354929 -2.309301 1.531011  0.470
O 0.416299 -0.020226 -2.647209  -0.927
H 1.477834 -0.312119 -2.837665  0.472
H 0.331039 0.140998 -1.810846  0.475
O -0.989485 2.427726 1.574802  -0.926
H -0.451031 1.726993 1.284370  0.476
H -0.852923 2.452935 2.482607  0.447
O -2.014464 1.414666 -1.281952  -0.989
H -1.719374 1.824109 -2.085838  0.463
H -1.215835 1.117289 -0.789135  0.500
O 3.439736 -0.669032 1.204028  -1.027
H 2.512838 -0.327726 1.562378  0.494
H 3.339309 -1.629035 0.787694  0.470
O 1.894113 2.262363 -0.813052  -0.964
H 1.178841 1.667992 -0.686529  0.495
H 2.230672 2.564500 -0.071290  0.452
O 1.164213 0.175178 2.353052  -0.986
H 1.339542 1.078675 2.275113  0.454
H 0.840075 0.047096 1.315831  0.497
O -1.656886 -1.591071 -2.271106  -1.103
H -0.925239 -0.967802 -2.702616  0.519
H -2.025905 -1.602208 -1.210231  0.532
O 1.444378 -2.542672 -0.333500  -0.940
H 0.668415 -2.808497 -0.727206  0.485
H 1.734428 -1.819132 -1.001813  0.460
O -3.147054 0.615098 1.370185  -0.943
H -2.999417 -0.196291 1.823115  0.454
H -2.827531 0.393740 0.484523  0.486

Force components x, y, z for each atom (eV/Å):
0.471 0.307 0.986
0.270 -0.763 -0.332
1.436 0.315 1.811
-1.085 -0.513 -0.923
-0.551 0.140 -0.991
5.810 -2.742 -10.137
-4.702 1.506 0.978
-0.729 1.715 8.427
-0.822 1.882 -1.601
0.818 -1.673 -0.971
0.132 0.083 2.594
-0.253 -0.132 0.699
0.295 0.146 -0.429
-0.358 0.102 -0.454
-1.506 -2.116 -0.916
2.255 -1.467 -0.508
-0.185 3.261 1.610
-0.859 -0.873 -6.585
-1.199 -0.982 0.946
2.157 1.942 5.701
-0.859 -2.417 -2.403
0.536 2.523 0.355
-0.361 0.576 2.251
-0.664 -0.317 1.964
-2.128 -1.344 2.635
2.550 0.948 -4.572
3.668 3.021 -0.643
-3.301 -1.208 -1.269
-0.394 -1.874 1.752
-0.453 0.486 -0.534
0.133 -1.020 0.642
-0.123 0.489 -0.084

- ΔE to the lowest compared entry with this formula, charge and spin (kJ/mol) = 399.3
- 2S+1 = 1
- total charge = -1
- total energy (eV) = -22862.7962
- maximum force (eV/A) = 12.00

Molecular formula: H21O11
Method: DFT, ωB97M-V/def2-TZVPD

Each line ends with the natural charge from an NBO analysis.
Element x y z (Å)
O -0.074666 3.267513 -3.210218  -0.947
H 0.265406 2.462506 -3.590588  0.461
H 0.396143 2.809334 -0.178505  0.467
O 1.319080 3.019789 -0.268347  -0.938
H -0.463256 0.724168 -1.158510  0.486
H 2.405417 -0.620754 -0.777187  0.485
O -0.427020 -1.610399 4.417371  -0.928
H -1.918649 0.664730 -1.816023  0.477
H 2.469771 1.836674 2.515850  0.471
O 0.165510 -2.894558 -1.471366  -0.476
H 2.609914 3.262080 1.693648  0.503
H 0.143629 -0.492993 0.162244  0.511
O -2.538167 2.430163 3.384409  -0.931
H -1.448131 -2.126370 0.199468  0.451
H -0.461538 3.019568 -2.359804  0.482
O 3.017724 2.565240 2.242679  -0.975
H -0.855414 -3.171802 0.959038  0.478
H 3.126610 -1.707223 -1.666254  0.452
O 3.250995 -0.900841 -1.161805  -0.944
H 0.317843 -1.144253 4.036101  0.461
O -1.206444 1.239126 -1.576350  -0.998
H -1.129289 -1.400423 3.790727  0.467
H -1.225907 -3.412629 -2.669938  0.462
O -2.089854 -3.818309 -2.550719  -0.897
H -2.411043 -3.302799 -1.818605  0.454
H 1.727037 2.260870 -0.692754  0.474
O -1.326289 -2.338174 1.117359  -0.924
H -2.557083 2.791000 2.491127  0.467
H 1.135982 -2.946755 -1.369364  0.461
O 0.443223 -0.574174 -0.743940  -0.950
H -2.947924 1.567795 3.294101  0.464
H 0.286381 -1.458090 -1.223837  0.475

Force components x, y, z for each atom (eV/Å):
-0.082 0.731 0.114
0.012 -0.391 -0.011
-0.615 -0.101 -0.019
0.523 0.167 0.234
-1.343 0.180 -1.093
0.152 -0.333 -0.382
-0.224 0.074 -0.267
-0.406 -0.612 -0.101
-0.798 0.292 -0.348
0.569 -0.188 0.395
-0.464 -1.201 0.407
-0.231 -0.953 0.437
0.104 0.056 -0.204
-0.645 0.724 -0.650
0.058 -0.213 -0.436
1.273 0.853 -0.068
-0.027 -0.087 0.840
-0.117 0.084 -0.032
0.207 0.222 0.277
0.369 0.073 0.127
1.191 0.876 0.859
-0.140 -0.200 0.112
-0.009 -0.222 -0.502
0.268 -0.039 -0.314
-0.676 0.091 0.518
0.083 0.001 -0.124
0.579 -0.603 -0.100
0.001 0.084 0.090
0.092 -0.550 -0.099
0.846 -0.202 -0.607
-0.113 -0.145 0.094
-0.436 1.531 0.854

- ΔE to the lowest compared entry with this formula, charge and spin (kJ/mol) = 45.9
- 2S+1 = 2
- expectation value of S² = 0.75
- total energy (eV) = -22859.4279
- maximum force (eV/A) = 1.81

Molecular formula: H22Mg3O31S5
Method: DFT, ωB97M-V/def2-TZVPD

Each line ends with the natural charge from an NBO analysis.
Element x y z (Å)
Mg 5.421753 -2.464219 -18.176216  1.819
Mg 8.139675 -7.305324 -16.409159  1.827
Mg 9.809153 -4.091577 -19.646807  1.841
S 7.967246 -4.159988 -16.862149  2.698
O 7.834408 -5.459983 -16.307617  -1.132
O 9.095664 -4.157826 -17.835440  -1.179
O 6.742717 -3.645516 -17.557067  -1.154
O 8.242280 -3.182490 -15.798973  -1.086
S 3.930455 -2.151686 -15.274387  2.642
O 2.934540 -1.088820 -15.370443  -1.125
O 4.920736 -1.976212 -16.331612  -1.224
O 4.560117 -2.023295 -13.972740  -1.102
O 3.319248 -3.440985 -15.411515  -1.099
S 9.484311 -7.174288 -19.284062  2.693
O 9.016279 -8.150680 -20.280604  -1.095
O 9.511251 -5.910434 -19.942530  -1.208
O 8.518345 -7.125516 -18.225413  -1.220
O 10.806710 -7.558150 -18.831635  -1.050
S 11.276165 -7.514781 -15.386068  2.602
O 11.550776 -8.729904 -14.654156  -0.994
O 11.497188 -6.386025 -14.529472  -0.687
O 12.225007 -7.269685 -16.457977  -0.720
O 9.911920 -7.535797 -15.844821  -1.163
S 7.188325 -2.731489 -20.756998  2.689
O 7.799235 -1.446418 -20.404097  -1.110
O 6.897457 -2.792892 -22.181773  -1.032
O 8.164826 -3.730686 -20.449296  -1.184
O 6.000344 -2.821083 -19.931996  -1.173
O 9.666658 -4.525901 -13.828500  -0.937
H 9.110433 -4.886636 -13.138065  0.453
H 9.110898 -4.523775 -14.607829  0.475
O 6.979375 -3.188707 -13.498220  -1.032
H 6.150734 -2.822006 -13.806627  0.503
H 7.550235 -3.171203 -14.266372  0.476
O 3.949975 -3.893444 -18.411404  -0.988
H 3.060914 -3.743368 -18.090035  0.510
H 3.933150 -4.786391 -18.755777  0.503
O 8.677509 -0.490491 -15.189274  -0.987
H 7.781316 -0.294351 -14.916143  0.481
H 8.662639 -1.421682 -15.410406  0.501
O 6.957478 -1.064628 -17.836183  -0.999
H 7.436111 -1.408000 -18.590659  0.480
H 7.556147 -1.181876 -17.098563  0.505
O 4.955312 -5.408594 -15.491446  -0.949
H 5.436890 -4.696310 -15.912120  0.486
H 5.379078 -6.205643 -15.809813  0.447
O 6.216906 -5.779344 -19.693165  -0.990
H 6.447757 -4.851773 -19.743635  0.498
H 6.980256 -6.195172 -19.292400  0.492
O 11.516502 -3.771812 -15.848790  -0.921
H 12.229186 -3.388788 -16.360258  0.437
H 10.757645 -3.737276 -16.431177  0.482
O 5.820921 -7.232032 -17.338429  -1.001
H 5.806008 -6.504887 -17.960741  0.523
H 5.058748 -7.762443 -17.570790  0.479
O 7.134649 -7.527509 -14.674191  -0.984
H 6.627388 -8.327890 -14.809482  0.476
H 6.726256 -7.109853 -13.915900  0.537
O 10.025666 -2.120329 -19.287040  -1.051
H 10.367912 -1.472368 -18.671210  0.503
H 9.146638 -1.807463 -19.500728  0.518

Force components x, y, z for each atom (eV/Å):
-0.468 0.404 2.229
0.295 0.628 -0.453
-0.829 -0.481 1.167
-0.207 5.014 -1.875
-1.054 -1.472 1.291
-0.076 -0.115 0.959
1.979 -3.213 0.845
0.821 -0.375 -0.737
-2.707 1.258 2.302
-0.954 1.115 -0.828
2.136 0.453 -2.768
1.570 -0.035 1.192
-1.261 -1.965 -0.810
3.003 -6.532 -3.256
-0.487 0.006 0.137
0.705 4.242 -1.893
-2.764 0.308 2.348
0.269 0.546 0.738
0.477 -2.677 0.623
0.194 -0.873 0.075
0.950 2.458 1.358
0.911 0.499 -0.738
-1.718 -0.254 -0.559
-0.193 2.947 -4.288
0.974 1.721 0.687
-0.567 -0.034 0.479
1.039 -2.479 0.606
-1.947 -1.023 -0.067
0.389 -0.201 0.659
-0.306 0.124 0.115
-0.127 0.224 -0.110
0.737 -0.536 1.070
-1.247 0.457 -0.027
0.110 -0.012 -0.067
-0.525 0.135 -0.464
-0.162 0.229 0.895
0.593 -0.169 -0.228
0.344 0.895 -0.332
-0.363 -0.110 0.210
0.027 -0.853 0.201
-0.360 0.804 -0.341
0.478 0.358 -0.930
-0.154 -0.096 0.764
-0.288 -0.948 0.576
-0.113 0.528 0.011
0.218 0.137 -0.188
-1.123 -0.527 0.279
0.078 0.353 0.060
0.881 -0.328 -0.192
0.499 0.256 0.135
0.195 0.020 -0.145
-0.597 -0.106 -0.198
0.289 -1.354 0.822
0.130 0.901 -0.808
-0.084 -0.149 -0.062
-0.003 -1.116 -0.023
-0.375 -0.321 0.224
-0.017 0.886 0.037
2.252 -0.050 0.178
0.298 -0.203 0.304
-1.764 0.701 -1.186

- 2S+1 = 2
- total charge = -3
- expectation value of S² = 0.76
- total energy (eV) = -134353.0032
- maximum force (eV/A) = 7.89

What did the second record say?
Molecular formula: H21O11
Method: DFT, ωB97M-V/def2-TZVPD

Each line ends with the natural charge from an NBO analysis.
Element x y z (Å)
O 0.041852 0.248891 -0.040845  -1.252
H 0.628679 -0.474287 -0.225035  0.446
O -1.586526 -1.823496 0.703989  -1.007
H -0.915665 -1.065354 0.783168  0.516
H -1.354929 -2.309301 1.531011  0.470
O 0.416299 -0.020226 -2.647209  -0.927
H 1.477834 -0.312119 -2.837665  0.472
H 0.331039 0.140998 -1.810846  0.475
O -0.989485 2.427726 1.574802  -0.926
H -0.451031 1.726993 1.284370  0.476
H -0.852923 2.452935 2.482607  0.447
O -2.014464 1.414666 -1.281952  -0.989
H -1.719374 1.824109 -2.085838  0.463
H -1.215835 1.117289 -0.789135  0.500
O 3.439736 -0.669032 1.204028  -1.027
H 2.512838 -0.327726 1.562378  0.494
H 3.339309 -1.629035 0.787694  0.470
O 1.894113 2.262363 -0.813052  -0.964
H 1.178841 1.667992 -0.686529  0.495
H 2.230672 2.564500 -0.071290  0.452
O 1.164213 0.175178 2.353052  -0.986
H 1.339542 1.078675 2.275113  0.454
H 0.840075 0.047096 1.315831  0.497
O -1.656886 -1.591071 -2.271106  -1.103
H -0.925239 -0.967802 -2.702616  0.519
H -2.025905 -1.602208 -1.210231  0.532
O 1.444378 -2.542672 -0.333500  -0.940
H 0.668415 -2.808497 -0.727206  0.485
H 1.734428 -1.819132 -1.001813  0.460
O -3.147054 0.615098 1.370185  -0.943
H -2.999417 -0.196291 1.823115  0.454
H -2.827531 0.393740 0.484523  0.486

Force components x, y, z for each atom (eV/Å):
0.471 0.307 0.986
0.270 -0.763 -0.332
1.436 0.315 1.811
-1.085 -0.513 -0.923
-0.551 0.140 -0.991
5.810 -2.742 -10.137
-4.702 1.506 0.978
-0.729 1.715 8.427
-0.822 1.882 -1.601
0.818 -1.673 -0.971
0.132 0.083 2.594
-0.253 -0.132 0.699
0.295 0.146 -0.429
-0.358 0.102 -0.454
-1.506 -2.116 -0.916
2.255 -1.467 -0.508
-0.185 3.261 1.610
-0.859 -0.873 -6.585
-1.199 -0.982 0.946
2.157 1.942 5.701
-0.859 -2.417 -2.403
0.536 2.523 0.355
-0.361 0.576 2.251
-0.664 -0.317 1.964
-2.128 -1.344 2.635
2.550 0.948 -4.572
3.668 3.021 -0.643
-3.301 -1.208 -1.269
-0.394 -1.874 1.752
-0.453 0.486 -0.534
0.133 -1.020 0.642
-0.123 0.489 -0.084

- ΔE to the lowest compared entry with this formula, charge and spin (kJ/mol) = 399.3
- 2S+1 = 1
- total charge = -1
- total energy (eV) = -22862.7962
- maximum force (eV/A) = 12.00